(1)
This record from the Open Molecules 2025 dataset describes a cluster of 11 separate species, C44H71N7O8S4 in total. The level of theory is the ωB97M-V functional and the def2-TZVPD basis.

The HOMO-LUMO gap comes out at 8.46 eV. As for the structure (SMILES): O=S1(=O)CCCC1.O=S1(=O)CCCC1.O=S1(=O)CCCC1.O=S1(=O)CCCC1.c1cc[nH]c1.c1cc[nH]c1.c1cc[nH]c1.c1cc[nH]c1.c1cc[nH]c1.CCCC#N.CCCC#N. As for the LUMO energy: 0.15 eV. The max |F| is 2.440 eV/A. The value obtained for the HOMO energy is -0.305 hartree.

Geometry as ORCA input:
```
! wB97M-V def2-TZVPD RIJCOSX def2/J DEFGRID3
* xyz 0 1
C -0.449 0.837 2.669
C -1.243 0.547 1.398
C -0.678 1.263 0.182
C 0.604 0.756 -0.285
N 1.621 0.389 -0.665
H -0.990 0.479 3.547
H -0.212 1.893 2.779
H 0.452 0.219 2.666
H -2.250 0.975 1.383
H -1.317 -0.513 1.164
H -0.666 2.351 0.254
H -1.371 1.035 -0.638
C 5.388 -1.812 1.757
C 3.977 -1.185 1.790
C 3.113 -1.934 2.902
C 3.789 -1.783 4.175
N 4.322 -1.616 5.177
H 5.974 -1.388 2.570
H 5.949 -1.610 0.846
H 5.265 -2.888 1.883
H 3.433 -1.323 0.857
H 3.992 -0.133 2.071
H 3.116 -2.929 2.464
H 2.117 -1.500 2.928
C 1.662 4.066 -0.751
C 1.766 5.162 -1.850
C 3.155 5.786 -1.728
S 3.674 5.673 -0.015
O 3.063 6.783 0.706
O 5.083 5.345 0.092
C 2.791 4.147 0.297
H 1.540 3.083 -1.202
H 0.682 4.271 -0.313
H 1.030 5.928 -1.617
H 1.614 4.787 -2.858
H 3.248 6.780 -2.176
H 3.922 5.328 -2.365
H 2.457 4.076 1.326
H 3.581 3.444 0.038
C 0.645 -5.585 -1.488
C 1.426 -5.721 -0.171
C 0.324 -5.619 0.897
S -0.613 -4.160 0.290
O -0.179 -2.965 0.957
O -2.034 -4.470 0.374
C -0.043 -4.207 -1.431
H 0.008 -6.450 -1.680
H 1.315 -5.611 -2.352
H 2.083 -4.862 0.005
H 2.037 -6.606 -0.005
H 0.605 -5.509 1.939
H -0.384 -6.434 0.747
H 0.813 -3.543 -1.531
H -0.886 -4.044 -2.091
C 4.713 -1.249 -3.868
C 3.435 -1.797 -3.191
C 3.634 -3.289 -2.906
S 4.469 -3.875 -4.485
O 3.437 -4.337 -5.369
O 5.658 -4.662 -4.231
C 4.977 -2.166 -5.048
H 5.550 -1.239 -3.173
H 4.507 -0.245 -4.233
H 2.516 -1.631 -3.753
H 3.316 -1.162 -2.309
H 2.674 -3.795 -2.979
H 4.230 -3.534 -2.033
H 4.396 -1.999 -5.956
H 6.007 -2.196 -5.404
C -3.903 3.319 3.149
C -4.775 3.971 4.256
C -5.674 4.979 3.515
S -5.922 4.371 1.787
O -5.466 5.333 0.797
O -7.288 3.896 1.663
C -4.729 3.017 1.914
H -3.408 2.449 3.587
H -3.067 3.989 2.928
H -4.146 4.549 4.925
H -5.397 3.231 4.759
H -5.043 5.867 3.454
H -6.675 5.252 3.834
H -4.249 2.742 0.983
H -5.405 2.181 2.125
N -6.415 -0.056 -0.565
C -5.484 0.915 -0.714
C -6.130 2.110 -0.951
C -7.521 1.820 -0.812
C -7.673 0.460 -0.687
H -6.318 -1.011 -0.259
H -4.416 0.786 -0.637
H -5.759 3.102 -1.148
H -8.329 2.528 -0.912
H -8.543 -0.171 -0.662
N 0.508 -4.039 5.860
C -0.029 -4.234 4.633
C -0.372 -3.003 4.102
C -0.312 -2.107 5.175
C 0.309 -2.737 6.254
H 0.984 -4.694 6.451
H 0.023 -5.214 4.185
H -0.794 -2.854 3.128
H -0.594 -1.066 5.194
H 0.579 -2.335 7.213
N -2.918 0.597 -5.182
C -2.165 0.000 -6.127
C -0.856 0.239 -5.794
C -0.843 0.997 -4.612
C -2.144 1.127 -4.163
H -3.921 0.636 -5.237
H -2.672 -0.491 -6.940
H 0.004 0.018 -6.408
H 0.031 1.236 -4.024
H -2.534 1.606 -3.284
N 6.506 2.657 -2.260
C 5.638 1.965 -1.450
C 4.483 1.729 -2.161
C 4.641 2.460 -3.361
C 5.938 2.892 -3.486
H 7.440 2.934 -2.020
H 5.991 1.687 -0.471
H 3.601 1.140 -1.972
H 3.887 2.550 -4.133
H 6.430 3.427 -4.278
N -5.434 -1.027 2.515
C -4.071 -1.029 2.615
C -3.535 -2.137 2.049
C -4.638 -2.941 1.665
C -5.789 -2.224 1.925
H -5.954 -0.335 3.019
H -3.670 -0.221 3.214
H -2.477 -2.266 1.915
H -4.559 -3.904 1.189
H -6.817 -2.500 1.756
*
```

(2)
This record from the Open Molecules 2025 dataset describes a cluster of 17 separate species, C44H72Cl32O2S in total. The level of theory is the ωB97M-V functional and the def2-TZVPD basis.

The HOMO-LUMO gap comes out at 7.70 eV. As for the LUMO energy: -0.81 eV. The max |F| is 1.755 eV/A. The value obtained for the HOMO energy is -0.313 hartree.

Geometry as ORCA input:
```
! wB97M-V def2-TZVPD RIJCOSX def2/J DEFGRID3
* xyz 0 1
O -0.795 -2.718 -1.911
C -1.228 -3.349 -0.979
C -0.432 -3.682 0.243
C -1.106 -3.769 1.402
C -0.348 -4.125 2.633
C 0.943 -3.676 2.818
C 1.680 -4.006 3.946
C 1.099 -4.854 4.887
C -0.204 -5.319 4.707
C -0.945 -4.953 3.591
C -2.592 -3.544 1.412
O -3.189 -3.066 2.346
C -3.319 -3.979 0.173
C -2.650 -3.898 -0.975
S -3.337 -4.383 -2.526
H 0.632 -3.852 0.221
H 1.404 -3.041 2.065
H 2.700 -3.664 4.080
H 1.697 -5.130 5.735
H -0.691 -5.990 5.402
H -1.962 -5.298 3.447
H -4.336 -4.352 0.235
H -2.196 -4.550 -3.221
Cl 1.173 1.153 5.626
C -0.343 0.584 4.866
C -0.869 -0.670 5.517
Cl 0.180 -2.080 5.199
H -0.150 0.428 3.811
H -1.068 1.388 4.967
H -1.848 -0.907 5.107
H -0.966 -0.552 6.594
Cl -4.133 0.405 4.329
C -4.306 1.660 3.075
C -3.565 1.323 1.808
Cl -1.789 1.370 2.023
H -3.964 2.603 3.496
H -5.371 1.745 2.862
H -3.811 2.055 1.040
H -3.830 0.335 1.437
Cl -3.516 1.476 -4.255
C -1.792 1.144 -4.569
C -1.105 0.508 -3.390
Cl -0.942 1.630 -2.012
H -1.319 2.082 -4.854
H -1.752 0.467 -5.421
H -0.097 0.207 -3.674
H -1.637 -0.371 -3.044
Cl -4.770 4.075 -7.426
C -6.076 3.728 -6.267
C -7.342 3.278 -6.951
Cl -8.102 4.593 -7.883
H -6.242 4.622 -5.670
H -5.712 2.938 -5.610
H -8.069 2.955 -6.208
H -7.156 2.449 -7.630
Cl 5.159 -0.191 4.551
C 6.329 -1.354 3.875
C 5.656 -2.584 3.332
Cl 4.919 -3.584 4.609
H 7.043 -1.599 4.658
H 6.862 -0.845 3.073
H 6.388 -3.208 2.819
H 4.871 -2.326 2.624
Cl -5.962 2.850 0.229
C -6.165 4.122 -1.004
C -5.436 3.800 -2.283
Cl -3.671 3.847 -2.091
H -5.823 5.060 -0.574
H -7.234 4.204 -1.198
H -5.693 4.538 -3.043
H -5.704 2.813 -2.657
Cl 6.298 2.223 0.791
C 5.696 2.586 2.429
C 5.558 4.065 2.682
Cl 7.137 4.892 2.770
H 6.369 2.120 3.144
H 4.723 2.104 2.514
H 5.066 4.227 3.640
H 4.969 4.550 1.907
Cl 9.957 3.487 5.804
C 10.922 3.026 4.378
C 10.077 2.406 3.295
Cl 9.449 0.805 3.764
H 11.707 2.350 4.708
H 11.386 3.937 4.002
H 10.679 2.257 2.399
H 9.230 3.036 3.036
Cl -7.491 5.458 2.004
C -9.224 5.299 2.384
C -9.759 3.939 2.017
Cl -9.806 3.688 0.251
H -9.757 6.091 1.863
H -9.330 5.461 3.455
H -10.781 3.837 2.378
H -9.159 3.144 2.453
Cl 4.472 -7.508 6.756
C 3.207 -8.011 7.912
C 1.983 -8.546 7.213
Cl 1.116 -7.266 6.325
H 2.966 -7.154 8.538
H 3.642 -8.786 8.542
H 1.291 -8.957 7.946
H 2.240 -9.332 6.507
Cl -6.624 9.095 -6.076
C -7.805 8.441 -7.245
C -8.236 9.467 -8.258
Cl -9.220 10.767 -7.524
H -8.655 8.059 -6.684
H -7.319 7.603 -7.744
H -8.852 8.995 -9.015
H -7.382 9.921 -8.755
Cl 3.184 -0.369 0.596
C 2.633 0.925 -0.505
C 2.959 0.626 -1.947
Cl 4.713 0.681 -2.258
H 3.091 1.857 -0.181
H 1.556 1.007 -0.383
H 2.497 1.375 -2.590
H 2.594 -0.355 -2.244
Cl -1.393 -7.480 -3.517
C 0.353 -7.216 -3.285
C 0.763 -7.339 -1.842
Cl 0.148 -6.006 -0.812
H 0.605 -6.238 -3.690
H 0.866 -7.974 -3.875
H 1.850 -7.304 -1.769
H 0.420 -8.277 -1.412
Cl -8.550 7.596 -11.202
C -7.340 8.262 -12.329
C -5.950 8.275 -11.741
Cl -5.770 9.440 -10.398
H -7.665 9.260 -12.613
H -7.353 7.631 -13.216
H -5.236 8.568 -12.509
H -5.668 7.294 -11.366
Cl 12.221 -0.765 1.552
C 11.584 -1.885 0.319
C 10.153 -1.581 -0.041
Cl 9.032 -1.933 1.298
H 11.693 -2.899 0.699
H 12.214 -1.778 -0.562
H 9.846 -2.201 -0.882
H 10.024 -0.538 -0.319
Cl 7.742 -6.735 2.143
C 6.475 -7.203 3.308
C 5.270 -7.802 2.630
Cl 4.377 -6.594 1.674
H 6.207 -6.320 3.885
H 6.918 -7.935 3.982
H 4.581 -8.184 3.383
H 5.544 -8.620 1.969
*
```